DFT (ωB97M-V/def2-TZVPD) results for one molecule with the formula C3H5O2.

Each atom is followed by the atoms it is bonded to, with distances in Å.
Positions of all 10 atoms, in Å:
1 C -1.209 0.433 -0.326  C2 1.479, H6 1.061, H7 1.031, H8 1.041
2 C 0.022 -0.386 -0.302  C1 1.479, C3 1.589, O4 1.460, H9 1.122
3 C 1.298 -0.183 0.624  C2 1.589, O4 1.506, O5 1.288, H10 1.068
4 O 1.084 0.543 -0.678  C2 1.460, C3 1.506
5 O 1.212 0.248 1.834  C3 1.288
6 H -2.014 -0.121 -0.737  C1 1.061
7 H -1.225 0.684 0.674  C1 1.031
8 H -0.974 1.294 -0.862  C1 1.041
9 H -0.053 -1.431 -0.703  C2 1.122
10 H 1.859 -1.080 0.477  C3 1.068

## Properties
Spin multiplicity: 2
Frontier orbital gap (alpha / beta) (eV): 10.9 / 8.7
HOMO level (alpha / beta) (eV): -9.9 / -10.6
E_LUMO (alpha / beta) (hartree): 0.036 / -0.071
Energy (Ha): -267.6470

***

DFT (ωB97M-V/def2-TZVPD) results for an isolated ion of composition C3H5O2 and charge +1.

Each atom is followed by the atoms it is bonded to, with distances in Å.
Positions of all 10 atoms, in Å:
1 C -0.648 0.683 -0.657  C2 1.486, O5 1.263, H6 1.034
2 C 0.800 0.777 -0.333  C1 1.486, O4 1.468, H7 1.031, H8 1.026
3 C -0.331 -1.027 0.745  O4 1.466, O5 1.497, H9 1.152, H10 1.077
4 O 0.937 -0.297 0.658  C2 1.468, C3 1.466
5 O -1.289 -0.258 -0.109  C1 1.263, C3 1.497
6 H -1.189 1.059 -1.454  C1 1.034
7 H 1.354 0.755 -1.202  C2 1.031
8 H 1.164 1.564 0.214  C2 1.026
9 H -0.057 -2.094 0.405  C3 1.152
10 H -0.742 -1.161 1.732  C3 1.077

## Properties
Frontier orbital gap (eV): 9.3
HOMO level (eV): -16.0
E_LUMO (hartree): -0.246
Net charge: +1
Energy (Ha): -267.4153

***

no.,maximum force (eV/Å),molecular weight (g/mol)
1,3.2,73.071
2,4.6,73.071